[1]
A structure of composition C2HO2Tm in a non-equilibrium geometry. Source: the Open Molecules 2025 dataset; level of theory: ωB97M-V/def2-TZVPD.

Geometry (Å):
1 O -2.8446 0.3937 0.8703
2 C -2.0179 -0.0219 0.1310
3 C -0.9493 -0.0204 -0.6861
4 O 0.1962 -0.6393 -0.4337
5 H -1.6079 -0.2441 -1.6269
6 Tm 2.1416 0.1368 0.3845

Calculated values
HOMO-LUMO gap (alpha / beta)	5.970 / 5.155	eV
<S²>	3.77
ΔE to the lowest compared entry with this formula, charge and spin	29.11	kcal/mol
LUMO energy (alpha / beta)	-4.366 / -6.990	eV
E	-1312.0519	a.u.
E_HOMO (alpha / beta)	-10.3 / -12.1	eV
charge	+1
multiplicity	4

Results of the Mulliken charge analysis, in e, for atoms 1 through 4: O -0.209; C 0.627; C -0.020; O -0.433

[2]
A structure of composition C2HO3Pb in a non-equilibrium geometry. Source: the Open Molecules 2025 dataset; level of theory: ωB97M-V/def2-TZVPD.

Geometry (Å):
1 O -0.5184 1.4531 -0.7075
2 H -0.7889 1.4665 -1.6511
3 O -0.0320 -0.8190 0.6711
4 O 1.3307 -0.6321 0.4368
5 C -0.7480 -0.1343 -0.1200
6 C -1.7669 0.7130 -0.0182
7 Pb 2.5235 -2.0472 1.3890

Calculated values
HOMO-LUMO gap (alpha / beta)	8.318 / 7.454	eV
<S²>	0.77
ΔE to the lowest compared entry with this formula, charge and spin	174.85	kcal/mol
LUMO energy (alpha / beta)	-11.409 / -12.017	eV
E	-494.2847	a.u.
E_HOMO (alpha / beta)	-19.7 / -19.5	eV
charge	+2
multiplicity	2

Results of the Mulliken charge analysis, in e, for atoms 1 through 4: O -0.209; H 0.440; O 0.062; O -0.376

[3]
A structure of composition C2LiNaO4 in a non-equilibrium geometry. Source: the Open Molecules 2025 dataset; level of theory: ωB97M-V/def2-TZVPD.

Geometry (Å):
1 O 0.6719 0.2277 -1.3998
2 C 1.2582 -0.9530 -1.2840
3 O 2.4733 -0.8877 -0.8857
4 Li 2.1169 1.1672 -0.0308
5 Na -1.2596 -0.9198 -1.1667
6 O -2.2674 -0.2279 0.8220
7 O -1.0008 1.1183 2.1353
8 C -1.9925 0.4752 1.8097

Calculated values
HOMO-LUMO gap (alpha / beta)	4.423 / 4.508	eV
<S²>	0.75
ΔE to the lowest compared entry with this formula, charge and spin	0.00	kcal/mol
LUMO energy (alpha / beta)	2.139 / 2.138	eV
E	-547.0654	a.u.
E_HOMO (alpha / beta)	-2.3 / -2.4	eV
charge	-1
multiplicity	2

Results of the Mulliken charge analysis, in e, for atoms 1 through 4: O -0.666; C -0.391; O -0.539; Li 0.786

[4]
A structure of composition C2LiO4Y in a non-equilibrium geometry. Source: the Open Molecules 2025 dataset; level of theory: ωB97M-V/def2-TZVPD.

Geometry (Å):
1 O -0.5052 1.4968 1.5951
2 Y -1.7865 -0.7746 -1.1389
3 O -1.6676 1.5343 -0.3404
4 O -1.9539 -0.1124 1.0198
5 C -1.4668 1.0909 0.8646
6 C 3.0554 -0.1621 0.0911
7 O 2.9578 -1.1507 -0.4829
8 Li 1.3669 -1.9223 -1.6085

Calculated values
HOMO-LUMO gap	5.615	eV
LUMO energy	-1.239	eV
E	-422.9670	a.u.
E_HOMO	-6.9	eV

Results of the Mulliken charge analysis, in e, for atoms 1 through 4: O -0.628; Y 0.793; O -0.688; O -0.644

[5]
A structure of composition C2MnO3 in a non-equilibrium geometry. Source: the Open Molecules 2025 dataset; level of theory: ωB97M-V/def2-TZVPD.

Geometry (Å):
1 O 2.0529 -0.2977 -0.3664
2 C 2.8687 -1.0772 -0.4952
3 O -1.1016 0.9518 0.6377
4 C -2.0829 0.1551 0.5433
5 O -2.2724 -0.8133 -0.1476
6 Mn 0.5352 1.0812 -0.1718

Calculated values
HOMO-LUMO gap (alpha / beta)	5.850 / 8.990	eV
<S²>	12.01
LUMO energy (alpha / beta)	-6.389 / -6.950	eV
E	-1452.5549	a.u.
E_HOMO (alpha / beta)	-12.2 / -15.9	eV
charge	+1
multiplicity	7

Results of the Mulliken charge analysis, in e, for atoms 1 through 4: O -0.096; C 0.159; O -0.653; C 0.507

[6]
An isolated molecule of C2N2S in a non-equilibrium geometry. Source: the Open Molecules 2025 dataset; level of theory: ωB97M-V/def2-TZVPD.

Geometry (Å):
1 N -0.2769 -0.1509 -2.1716
2 C -0.1523 0.5775 -1.2871
3 S -0.0535 1.3657 0.1834
4 C 0.1017 -0.4029 1.3966
5 N 0.3810 -1.3895 1.8788

Calculated values
HOMO-LUMO gap	8.716	eV
ΔE to the lowest compared entry with this formula, charge and spin	40.23	kcal/mol
SMILES string	N#CSC#N
LUMO energy	-2.603	eV
E	-583.8053	a.u.
E_HOMO	-11.3	eV

Results of the Mulliken charge analysis, in e, for atoms 1 through 4: N -0.264; C 0.351; S 0.032; C 0.167

[7]
A cluster of 2 separate species, C2N3O in total in a non-equilibrium geometry. Source: the Open Molecules 2025 dataset; level of theory: ωB97M-V/def2-TZVPD.

Geometry (Å):
1 C 1.6451 0.5788 -0.4101
2 C -0.8892 -0.7995 0.0172
3 N 2.5469 0.2657 0.2480
4 N -0.9814 -1.9604 0.0279
5 N -0.7276 0.4796 0.1772
6 O -1.5938 1.4357 -0.0602

Calculated values
HOMO-LUMO gap (alpha / beta)	6.887 / 7.664	eV
ΔE to the lowest compared entry with this formula, charge and spin	37.13	kcal/mol
LUMO energy (alpha / beta)	1.915 / 2.503	eV
E	-315.5929	a.u.
E_HOMO (alpha / beta)	-5.0 / -5.2	eV
charge	-1

Results of the Mulliken charge analysis, in e, for atoms 1 through 4: C -0.150; C 0.481; N -0.494; N -0.428

[8]
A cluster of 2 separate species, C2N3O3 in total in a non-equilibrium geometry. Source: the Open Molecules 2025 dataset; level of theory: ωB97M-V/def2-TZVPD.

Geometry (Å):
1 C 1.3214 0.2096 0.5930
2 C 0.2794 -0.8774 0.0879
3 N 1.7075 1.2941 0.5559
4 N -1.3152 0.4594 0.8657
5 N -1.7405 0.5985 -0.1657
6 O -1.9133 0.6666 -1.3147
7 O 0.3693 -0.7695 -1.0953
8 O -0.1834 -1.7969 0.8149

Calculated values
HOMO-LUMO gap (alpha / beta)	4.793 / 6.772	eV
<S²>	2.03
ΔE to the lowest compared entry with this formula, charge and spin	79.14	kcal/mol
LUMO energy (alpha / beta)	4.231 / 1.069	eV
E	-466.0052	a.u.
E_HOMO (alpha / beta)	-0.6 / -5.7	eV
charge	-1
multiplicity	3

Results of the Mulliken charge analysis, in e, for atoms 1 through 4: C 0.184; C 0.515; N -0.613; N -0.366

[9]
A cluster of 2 separate species, C2N3O3S in total in a non-equilibrium geometry. Source: the Open Molecules 2025 dataset; level of theory: ωB97M-V/def2-TZVPD.

Geometry (Å):
1 C -0.1639 1.6102 -0.0257
2 C -0.5868 -1.5129 -1.4685
3 N -0.2607 2.7368 -0.2815
4 N -0.0747 0.3233 0.1433
5 N 0.6844 -0.1446 1.1191
6 O 1.1351 0.5321 2.0022
7 O -1.6584 -1.8031 -1.1599
8 O 0.7840 -1.3905 1.1704
9 S 0.7359 -1.5077 -2.2604

Calculated values
HOMO-LUMO gap	8.390	eV
ΔE to the lowest compared entry with this formula, charge and spin	34.81	kcal/mol
LUMO energy	3.125	eV
E	-864.3618	a.u.
E_HOMO	-5.3	eV
charge	-1

Results of the Mulliken charge analysis, in e, for atoms 1 through 4: C 0.435; C 0.698; N -0.569; N -0.588

[10]
A structure of composition C2N3O6S in a non-equilibrium geometry. Source: the Open Molecules 2025 dataset; level of theory: ωB97M-V/def2-TZVPD.

Geometry (Å):
1 C 2.2717 -1.2075 0.8636
2 C 0.2371 -1.5203 -0.3596
3 N 3.3360 -1.3327 1.2876
4 N 1.0855 -0.9136 0.4428
5 N -1.8314 1.5019 -0.5171
6 O -0.7531 -0.5523 -0.5975
7 O -1.7953 2.1352 -1.5404
8 O 0.1913 -2.6182 -0.8384
9 O -2.8249 1.1645 0.0734
10 O 0.7567 1.5851 -0.5323
11 O -0.4551 0.9454 1.5587
12 S -0.2184 0.8125 0.1592

Calculated values
HOMO-LUMO gap	9.672	eV
ΔE to the lowest compared entry with this formula, charge and spin	35.31	kcal/mol
LUMO energy	3.397	eV
E	-1090.0820	a.u.
E_HOMO	-6.3	eV
charge	-1

Results of the Mulliken charge analysis, in e, for atoms 1 through 4: C 0.510; C 0.650; N -0.580; N -0.499